Arrangement i

# C60H150N10O20

10 unconnected molecules or ions with the total composition C60H150N10O20 (ωB97M-V/def2-TZVPD, the OMol25 dataset).

Last column: Mulliken charge in e.
CARTESIAN COORDINATES (ANGSTROEM)
C1 -3.16 -9.74 -0.53  -0.722
O1 -2.27 -8.77 -1.13  -0.309
C2 -0.99 -9.33 -1.41  -0.583
C3 -0.21 -9.89 -0.17  -0.807
N1 0.27 -8.75 0.74  -0.257
C4 1.19 -9.12 1.82  -0.607
C5 1.50 -7.87 2.67  -0.572
O2 0.33 -7.50 3.40  -0.294
C6 0.45 -6.33 4.27  -0.724
H1 -2.80 -9.96 0.47  0.281
H2 -3.29 -10.65 -1.12  0.297
H3 -4.12 -9.26 -0.35  0.252
H4 -0.40 -8.53 -1.86  0.306
H5 -1.03 -10.12 -2.16  0.401
H6 0.71 -10.28 -0.61  0.424
H7 -0.66 -10.73 0.35  0.398
H8 -0.53 -8.22 1.06  0.259
H9 2.06 -9.61 1.39  0.385
H10 0.59 -9.77 2.47  0.304
H11 1.87 -7.08 2.01  0.339
H12 2.31 -8.14 3.35  0.399
H13 -0.53 -6.01 4.60  0.240
H14 1.06 -5.54 3.82  0.286
H15 1.01 -6.65 5.15  0.305
C7 -3.83 -2.85 0.39  -0.698
O3 -2.45 -2.60 0.62  -0.243
C8 -1.60 -3.17 -0.39  -0.653
C9 -0.12 -2.81 -0.06  -0.615
N2 0.22 -1.43 -0.51  -0.267
C10 1.57 -1.03 -0.13  -0.511
C11 1.77 0.37 -0.70  -0.397
O4 2.96 0.93 -0.15  -0.391
C12 4.16 0.98 -1.03  -0.573
H16 -4.19 -2.17 -0.38  0.173
H17 -4.40 -2.72 1.31  0.254
H18 -4.08 -3.90 0.18  0.337
H19 -1.92 -2.85 -1.38  0.343
H20 -1.76 -4.24 -0.29  0.406
H21 0.49 -3.50 -0.64  0.403
H22 0.04 -3.01 1.00  0.316
H23 -0.45 -0.78 -0.15  0.184
H24 2.37 -1.64 -0.55  0.270
H25 1.69 -1.06 0.96  0.311
H26 0.85 0.91 -0.46  0.259
H27 1.78 0.44 -1.79  0.315
H28 4.93 1.48 -0.43  0.209
H29 3.90 1.48 -1.97  0.293
H30 4.36 -0.08 -1.20  0.257
C13 -17.65 -1.19 -7.61  -0.766
O5 -17.23 -1.56 -6.34  -0.297
C14 -16.53 -2.82 -6.41  -0.555
C15 -16.23 -3.23 -4.96  -0.454
N3 -15.64 -4.55 -5.01  -0.293
C16 -15.32 -4.97 -3.72  -0.982
C17 -14.36 -4.20 -2.82  -0.380
O6 -13.10 -4.03 -3.41  -0.301
C18 -12.17 -3.38 -2.54  -0.807
H31 -16.87 -1.03 -8.36  0.295
H32 -18.21 -0.26 -7.46  0.270
H33 -18.40 -1.86 -8.02  0.318
H34 -15.55 -2.72 -6.88  0.273
H35 -17.12 -3.57 -6.93  0.368
H36 -17.16 -3.16 -4.40  0.318
H37 -15.61 -2.49 -4.46  0.205
H38 -14.76 -4.52 -5.49  0.317
H39 -15.06 -6.03 -3.73  0.395
H40 -16.29 -5.02 -3.22  0.425
H41 -14.28 -4.63 -1.82  0.415
H42 -14.70 -3.17 -2.67  0.309
H43 -11.96 -3.85 -1.58  0.322
H44 -12.58 -2.46 -2.12  0.339
H45 -11.22 -3.16 -3.04  0.266
C19 8.67 8.85 -3.56  -0.776
O7 9.07 10.16 -3.86  -0.284
C20 8.03 11.14 -3.85  -0.739
C21 8.64 12.51 -3.78  -0.403
N4 9.20 13.03 -5.03  -0.339
C22 10.07 14.16 -5.00  -0.916
C23 11.56 13.81 -4.64  -0.155
O8 12.10 14.96 -4.05  -0.334
C24 13.50 14.92 -4.09  -0.781
H46 8.47 8.58 -2.53  0.292
H47 9.47 8.22 -3.96  0.232
H48 7.75 8.59 -4.09  0.321
H49 7.25 10.97 -3.11  0.494
H50 7.35 11.16 -4.71  0.379
H51 9.44 12.48 -3.05  0.262
H52 7.84 13.16 -3.41  0.308
H53 9.51 12.26 -5.60  0.263
H54 9.61 14.94 -4.40  0.364
H55 10.06 14.67 -5.96  0.320
H56 12.11 13.42 -5.50  0.372
H57 11.53 13.12 -3.80  0.228
H58 13.88 14.78 -5.10  0.328
H59 13.88 14.19 -3.38  0.292
H60 13.95 15.89 -3.85  0.272
C25 3.71 5.57 7.99  -0.752
O9 3.40 4.20 7.79  -0.323
C26 2.68 3.99 6.55  -0.592
C27 2.49 2.51 6.27  -0.744
N5 2.18 1.79 7.49  -0.434
C28 0.82 2.16 7.95  -0.388
C29 0.59 1.60 9.39  -0.739
O10 1.47 2.20 10.35  -0.245
C30 1.29 1.68 11.67  -0.754
H61 2.78 6.14 7.97  0.309
H62 4.39 5.86 7.18  0.301
H63 4.26 5.68 8.92  0.239
H64 3.21 4.48 5.73  0.514
H65 1.72 4.50 6.56  0.357
H66 3.30 1.98 5.76  0.353
H67 1.80 2.44 5.43  0.311
H68 2.73 2.17 8.24  0.370
H69 0.11 1.58 7.37  0.356
H70 0.57 3.23 7.92  0.259
H71 0.75 0.53 9.35  0.343
H72 -0.46 1.72 9.66  0.428
H73 1.46 0.61 11.80  0.314
H74 0.26 1.79 12.03  0.297
H75 2.05 2.22 12.22  0.221
C31 10.64 -3.75 -3.76  -0.493
O11 9.62 -4.68 -3.33  -0.353
C32 8.66 -4.12 -2.42  -0.622
C33 7.30 -4.80 -2.41  -0.618
N6 6.39 -4.09 -3.30  -0.030
C34 5.30 -4.95 -3.54  -0.498
C35 4.37 -4.56 -4.73  -0.426
O12 3.91 -5.77 -5.32  -0.328
C36 3.47 -5.65 -6.68  -0.751
H76 11.25 -3.52 -2.89  0.336
H77 10.36 -2.83 -4.27  0.023
H78 11.34 -4.24 -4.44  0.269
H79 8.58 -3.04 -2.57  0.346
H80 9.09 -4.20 -1.42  0.398
H81 6.97 -4.89 -1.37  0.326
H82 7.50 -5.82 -2.71  0.343
H83 6.86 -3.62 -4.07  0.028
H84 4.64 -5.16 -2.71  0.267
H85 5.77 -5.92 -3.69  0.347
H86 4.90 -3.97 -5.48  0.248
H87 3.53 -3.91 -4.52  0.340
H88 4.32 -5.78 -7.35  0.279
H89 2.94 -4.74 -6.96  0.320
H90 2.80 -6.49 -6.83  0.251
C37 -1.97 6.96 2.00  -0.788
O13 -1.08 6.52 0.94  -0.220
C38 0.04 7.42 0.65  -0.747
C39 0.45 7.12 -0.81  -0.453
N7 -0.55 7.60 -1.80  -0.389
C40 -0.38 7.08 -3.15  -0.612
C41 0.82 7.88 -3.79  -0.429
O14 0.92 7.44 -5.18  -0.333
C42 2.13 7.93 -5.72  -0.682
H91 -2.40 7.96 1.94  0.318
H92 -1.38 6.95 2.91  0.332
H93 -2.78 6.24 2.12  0.205
H94 0.84 7.20 1.35  0.361
H95 -0.30 8.41 0.92  0.394
H96 0.67 6.05 -0.88  0.308
H97 1.42 7.59 -0.98  0.335
H98 -1.41 7.29 -1.37  0.249
H99 -1.22 7.23 -3.82  0.366
H100 -0.21 6.00 -3.08  0.320
H101 1.70 7.67 -3.18  0.318
H102 0.63 8.96 -3.79  0.323
H103 3.04 7.55 -5.25  0.262
H104 2.13 8.99 -5.48  0.299
H105 2.05 7.76 -6.80  0.262
C43 -6.82 0.32 3.35  -0.753
O15 -5.46 0.06 2.99  -0.259
C44 -4.64 1.28 3.02  -0.576
C45 -3.32 1.18 2.25  -0.832
N8 -3.62 0.90 0.85  0.096
C46 -4.34 1.94 0.10  -0.373
C47 -4.10 1.63 -1.36  -0.432
O16 -4.99 2.42 -2.17  -0.356
C48 -4.98 2.16 -3.59  -0.698
H106 -6.92 0.67 4.38  0.302
H107 -7.36 -0.63 3.41  0.242
H108 -7.28 1.06 2.69  0.316
H109 -4.49 1.65 4.03  0.468
H110 -5.25 2.08 2.59  0.347
H111 -2.76 0.37 2.72  0.296
H112 -2.78 2.10 2.47  0.397
H113 -4.08 0.00 0.92  0.037
H114 -3.89 2.92 0.25  0.207
H115 -5.41 1.91 0.31  0.249
H116 -4.40 0.60 -1.54  0.202
H117 -3.08 1.69 -1.73  0.326
H118 -5.48 2.87 -4.24  0.249
H119 -5.47 1.20 -3.73  0.279
H120 -3.93 2.10 -3.88  0.284
C49 -6.36 -7.39 6.03  -0.686
O17 -6.85 -7.47 7.36  -0.299
C50 -6.53 -6.34 8.23  -0.583
C51 -7.18 -6.44 9.60  -0.717
N9 -8.67 -6.41 9.52  -0.324
C52 -9.28 -6.18 10.81  -0.519
C53 -10.77 -6.20 10.78  -0.648
O18 -11.30 -7.55 10.57  -0.338
C54 -12.74 -7.60 10.84  -0.723
H121 -6.66 -8.31 5.53  0.237
H122 -5.28 -7.30 5.98  0.267
H123 -6.71 -6.50 5.50  0.294
H124 -6.99 -5.42 7.87  0.315
H125 -5.45 -6.37 8.36  0.393
H126 -6.75 -5.67 10.23  0.447
H127 -6.85 -7.39 10.02  0.375
H128 -9.09 -7.28 9.21  0.222
H129 -9.02 -5.16 11.12  0.394
H130 -8.93 -6.92 11.54  0.309
H131 -11.10 -5.69 9.87  0.338
H132 -11.16 -5.63 11.62  0.407
H133 -13.26 -8.51 10.52  0.266
H134 -13.26 -6.75 10.40  0.293
H135 -12.90 -7.63 11.92  0.283
C55 11.34 0.34 -1.06  -0.721
O19 11.63 0.63 -2.37  -0.299
C56 11.28 1.99 -2.85  -0.641
C57 11.12 1.86 -4.34  -0.591
N10 9.79 1.28 -4.63  -0.374
C58 9.58 1.02 -6.09  -0.522
C59 8.30 0.20 -6.27  -0.786
O20 8.29 -1.11 -5.70  -0.224
C60 9.02 -2.08 -6.49  -0.891
H136 11.40 -0.75 -1.01  0.200
H137 10.34 0.69 -0.83  0.323
H138 11.91 0.84 -0.27  0.302
H139 12.09 2.70 -2.71  0.413
H140 10.35 2.34 -2.41  0.349
H141 11.92 1.30 -4.83  0.363
H142 11.19 2.87 -4.73  0.402
H143 9.79 0.36 -4.21  0.221
H144 10.30 0.33 -6.53  0.254
H145 9.51 1.90 -6.73  0.424
H146 7.79 0.22 -7.24  0.502
H147 7.52 0.79 -5.77  0.315
H148 8.98 -3.06 -6.02  0.271
H149 10.07 -1.82 -6.54  0.359
H150 8.61 -2.21 -7.49  0.352

Its spin multiplicity is 1. The LUMO energy is 0.4 eV. The orbital gap is 8.77 eV. Its structure (SMILES) is COCCNCCOC.COCCNCCOC.COCCNCCOC.COCCNCCOC.COCCNCCOC.COCCNCCOC.COCCNCCOC.COCCNCCOC.COCCNCCOC.COCCNCCOC. As for the charge: 0.

=====

Arrangement ii

# C60H150N10O20

10 unconnected molecules or ions with the total composition C60H150N10O20 (ωB97M-V/def2-TZVPD, the OMol25 dataset).

Last column: Mulliken charge in e.
CARTESIAN COORDINATES (ANGSTROEM)
C1 15.20 17.99 23.71  -0.695
O1 15.71 19.16 22.97  -0.383
C2 17.12 19.23 23.01  -1.064
C3 17.62 20.20 21.90  1.338
N1 17.33 21.64 22.18  -0.466
C4 17.83 22.56 21.12  0.294
C5 19.16 23.15 21.45  -1.302
O2 20.24 22.19 21.22  0.726
C6 21.51 22.78 21.03  -0.492
H1 14.07 17.97 23.64  0.240
H2 15.44 17.98 24.77  0.334
H3 15.61 17.09 23.26  0.221
H4 17.53 18.22 22.95  0.478
H5 17.42 19.57 23.97  0.499
H6 17.11 19.89 20.93  -0.496
H7 18.71 20.15 21.83  -0.353
H8 16.33 21.79 22.35  0.315
H9 17.17 23.42 21.11  0.617
H10 17.77 22.05 20.16  -0.429
H11 19.09 23.45 22.50  0.312
H12 19.34 24.01 20.83  0.420
H13 22.18 21.96 20.90  -0.255
H14 21.69 23.39 21.92  0.539
H15 21.52 23.36 20.04  -0.143
C7 19.05 15.67 11.62  -0.880
O3 20.00 16.69 11.76  -0.133
C8 21.28 16.34 11.32  -0.218
C9 22.13 17.59 11.40  -0.795
N2 22.16 18.20 12.71  1.263
C10 23.02 19.35 12.81  -0.989
C11 22.76 20.50 11.85  -0.947
O4 21.56 21.13 12.11  -0.042
C12 21.26 22.08 11.13  -0.859
H16 18.36 15.96 12.36  0.134
H17 19.46 14.67 11.68  0.357
H18 18.72 15.95 10.62  0.344
H19 21.29 15.97 10.23  0.295
H20 21.62 15.46 11.88  -0.145
H21 21.83 18.22 10.58  0.476
H22 23.17 17.31 11.13  0.412
H23 21.27 18.45 13.12  -0.787
H24 24.03 19.07 12.71  0.680
H25 22.93 19.78 13.83  0.241
H26 22.74 20.09 10.81  0.432
H27 23.49 21.30 11.89  0.505
H28 20.42 22.65 11.44  0.165
H29 21.19 21.52 10.21  0.370
H30 22.15 22.76 11.00  0.298
C13 14.10 19.35 13.34  -0.212
O5 14.10 18.25 12.49  -0.307
C14 12.78 17.75 12.16  0.183
C15 12.98 16.43 11.32  -1.127
N3 13.70 15.36 12.02  -0.193
C16 13.03 14.85 13.17  0.672
C17 13.78 13.59 13.70  -0.866
O6 15.10 13.92 14.12  -0.327
C18 15.22 14.07 15.52  -0.206
H31 13.86 19.11 14.39  -0.152
H32 13.39 20.15 13.11  0.496
H33 15.12 19.78 13.25  0.131
H34 12.06 18.45 11.81  0.557
H35 12.30 17.35 13.07  -0.321
H36 13.47 16.69 10.39  0.423
H37 12.03 16.01 10.98  0.394
H38 14.68 15.48 12.16  0.265
H39 12.00 14.66 12.92  0.339
H40 12.94 15.58 14.01  -0.508
H41 13.92 12.92 12.83  0.316
H42 13.24 13.08 14.52  0.371
H43 14.54 14.91 15.88  -0.064
H44 16.23 14.28 15.67  -0.148
H45 14.84 13.23 16.03  0.659
C19 19.05 24.13 17.61  -0.853
O7 20.44 23.75 17.73  0.259
C20 21.30 24.90 17.48  -0.883
C21 22.73 24.44 17.19  -0.708
N4 23.25 23.66 18.27  0.049
C22 24.58 23.20 18.08  -0.515
C23 25.04 22.35 19.21  -0.736
O8 24.04 21.30 19.23  0.032
C24 24.31 20.26 20.16  -0.778
H46 18.93 24.64 16.59  0.306
H47 18.69 24.76 18.44  0.256
H48 18.41 23.27 17.59  0.126
H49 21.27 25.62 18.36  0.294
H50 20.95 25.55 16.68  0.592
H51 23.36 25.30 17.01  0.490
H52 22.63 23.81 16.24  0.190
H53 22.68 22.90 18.59  -0.303
H54 25.21 24.12 18.08  0.371
H55 24.72 22.63 17.10  0.257
H56 25.04 22.92 20.12  0.335
H57 26.05 21.95 18.97  0.400
H58 25.21 19.67 19.90  0.290
H59 23.39 19.73 20.24  0.062
H60 24.42 20.60 21.19  0.349
C25 21.71 20.74 23.60  -0.169
O9 22.14 19.79 24.61  -0.441
C26 21.18 18.84 24.81  0.678
C27 21.89 17.80 25.63  -1.047
N5 21.28 16.46 25.52  -0.069
C28 21.45 15.47 26.55  -0.688
C29 20.84 14.13 26.25  -0.633
O10 21.29 13.64 25.00  -0.338
C30 20.99 12.25 24.85  -0.774
H61 20.79 21.34 23.94  0.236
H62 21.34 20.27 22.72  -0.226
H63 22.49 21.47 23.46  0.323
H64 20.91 18.40 23.85  -0.392
H65 20.28 19.17 25.37  0.172
H66 21.82 18.19 26.67  0.328
H67 22.96 17.90 25.50  0.384
H68 21.44 16.01 24.61  0.208
H69 20.99 15.68 27.46  0.381
H70 22.53 15.37 26.85  0.333
H71 19.79 14.23 26.19  0.347
H72 21.05 13.47 27.05  0.460
H73 19.96 12.08 25.12  0.330
H74 21.70 11.67 25.45  0.278
H75 21.09 12.04 23.80  0.256
C31 19.89 15.32 15.35  -1.423
O11 18.53 15.60 15.75  0.429
C32 18.61 16.19 17.01  -0.143
C33 17.30 16.19 17.74  0.199
N6 17.31 14.99 18.56  -0.060
C34 16.00 14.57 19.06  0.731
C35 16.12 13.68 20.29  -0.994
O12 16.42 12.33 19.99  -0.259
C36 15.97 11.40 20.93  -0.797
H76 20.56 16.16 15.46  0.513
H77 19.93 15.01 14.34  0.236
H78 20.26 14.44 15.87  0.451
H79 18.93 17.23 16.87  -0.700
H80 19.37 15.65 17.58  0.550
H81 16.52 16.29 17.00  -0.009
H82 17.20 17.01 18.41  -0.142
H83 17.71 14.23 18.03  0.161
H84 15.39 14.10 18.32  -0.010
H85 15.44 15.45 19.38  -0.436
H86 15.09 13.71 20.73  0.406
H87 16.73 14.23 21.00  0.350
H88 16.20 10.41 20.67  0.268
H89 14.87 11.48 21.02  0.338
H90 16.46 11.57 21.91  0.278
C37 14.07 26.77 18.30  -0.771
O13 14.35 25.56 17.66  -0.327
C38 14.84 24.60 18.55  -0.408
C39 14.89 23.36 17.87  0.139
N7 15.70 23.45 16.66  0.015
C40 15.76 22.26 15.85  -0.164
C41 16.50 22.43 14.59  -0.516
O14 15.71 23.08 13.58  -0.502
C42 16.43 23.33 12.40  -0.807
H91 13.87 27.49 17.53  0.264
H92 15.03 27.04 18.82  0.312
H93 13.29 26.74 19.03  0.281
H94 14.28 24.55 19.48  0.434
H95 15.89 25.01 18.89  0.025
H96 13.90 22.85 17.66  0.245
H97 15.44 22.65 18.56  -0.232
H98 15.47 24.33 16.12  0.351
H99 14.79 21.82 15.57  0.467
H100 16.31 21.51 16.43  -0.177
H101 16.90 21.50 14.24  0.094
H102 17.38 22.99 14.86  0.483
H103 17.29 23.97 12.60  0.333
H104 15.68 23.84 11.78  0.293
H105 16.82 22.43 11.92  0.248
C43 14.99 19.06 18.94  -0.783
O15 14.18 18.12 18.20  0.115
C44 13.26 17.54 19.11  -0.630
C45 12.41 16.52 18.41  -0.813
N8 11.41 17.25 17.53  -0.494
C46 11.92 17.52 16.14  0.978
C47 10.84 18.09 15.37  -0.679
O16 9.80 17.12 15.28  -0.389
C48 8.65 17.52 14.51  -0.907
H106 15.34 18.59 19.88  0.281
H107 14.38 19.98 19.14  0.370
H108 15.80 19.26 18.24  0.017
H109 12.59 18.30 19.51  0.476
H110 13.76 17.04 20.02  0.283
H111 11.86 16.00 19.14  0.594
H112 12.99 15.73 17.88  0.172
H113 10.62 16.64 17.39  0.325
H114 12.37 16.65 15.62  -0.765
H115 12.77 18.27 16.29  -0.274
H116 11.28 18.49 14.44  0.330
H117 10.41 18.97 15.89  0.545
H118 8.10 18.16 15.13  0.362
H119 8.10 16.63 14.22  0.248
H120 8.93 18.08 13.62  0.302
C49 17.99 18.24 13.84  0.205
O17 19.06 18.47 14.76  0.660
C50 19.48 19.79 14.76  0.571
C51 20.30 20.08 16.00  -0.288
N9 19.29 20.26 17.09  0.873
C52 19.84 20.39 18.39  -0.128
C53 20.30 19.15 19.13  -0.775
O18 19.26 18.30 19.57  0.873
C54 19.68 17.14 20.22  -0.519
H121 17.56 17.26 14.14  -0.520
H122 18.40 18.28 12.79  0.102
H123 17.20 18.99 14.07  -0.105
H124 18.60 20.54 14.79  -1.295
H125 20.01 20.06 13.80  0.249
H126 20.84 21.02 15.86  0.733
H127 20.98 19.18 16.14  -0.138
H128 18.62 19.54 17.12  -0.100
H129 19.15 20.89 19.04  -0.612
H130 20.67 21.13 18.41  -0.255
H131 20.83 19.44 20.05  -0.198
H132 20.94 18.54 18.57  0.306
H133 19.98 17.33 21.28  -0.013
H134 20.53 16.63 19.66  0.231
H135 18.75 16.51 20.35  -0.183
C55 23.56 17.14 15.88  0.131
O19 23.72 15.83 15.51  -0.446
C56 24.18 15.67 14.16  0.519
C57 23.96 14.26 13.73  -1.195
N10 22.53 13.92 13.86  0.075
C58 22.25 12.52 13.44  -0.945
C59 20.86 12.09 13.82  -0.255
O20 20.69 12.15 15.17  -0.400
C60 19.39 11.79 15.57  -0.741
H136 24.52 17.70 15.81  0.345
H137 23.12 17.27 16.89  0.081
H138 22.88 17.61 15.16  -0.390
H139 25.27 15.90 14.17  0.447
H140 23.67 16.44 13.52  -0.544
H141 24.51 13.46 14.26  0.584
H142 24.24 14.27 12.65  0.324
H143 22.34 13.98 14.86  0.175
H144 23.11 11.88 13.77  0.397
H145 22.27 12.51 12.34  0.348
H146 20.55 11.13 13.44  0.614
H147 20.21 12.81 13.31  0.021
H148 19.37 11.86 16.65  0.255
H149 19.15 10.74 15.34  0.382
H150 18.60 12.50 15.20  0.246

Its spin multiplicity is 1. The LUMO energy is 0.6 eV. The orbital gap is 8.79 eV. Its structure (SMILES) is COCCNCCOC.COCCNCCOC.COCCNCCOC.COCCNCCOC.COCCNCCOC.COCCNCCOC.COCCNCCOC.COCCNCCOC.COCCNCCOC.COCCNCCOC. As for the charge: 0.

=====

Stability order, top to bottom: arrangement ii, arrangement i